Molecular formula: CH3Cl3N2
Method: DFT, ωB97M-V/def2-TZVPD

E_HOMO (spin up / spin down): -9.82 / -10.04 eV
relative energy (zero: lowest compared OMol25 entry of this formula, charge and spin): 303.39 kJ/mol
Kohn-Sham gap (spin up / spin down): 7.2 / 7.5 eV
total energy: -1529.789499 Eh

Last columns: bonded neighbours and bond lengths (Å).
Positions of all 9 atoms, in Å:
1 C 0.204 1.316 -0.228  N2 1.450, H7 1.021, H8 1.114, H9 1.065
2 N 0.807 0.009 -0.050  C1 1.450, N3 1.199
3 N 0.205 -1.009 0.145  N2 1.199, Cl4 2.141, Cl5 2.036, Cl6 1.709
4 Cl -0.724 -1.393 2.036  N3 2.141
5 Cl -1.549 -1.344 -0.834  N3 2.036
6 Cl 1.107 -2.430 -0.156  N3 1.709
7 H 0.788 2.075 -0.583  C1 1.021
8 H -0.575 1.146 -1.007  C1 1.114
9 H -0.263 1.630 0.676  C1 1.065

---

Molecular formula: C45H41BF3N7O14
Method: DFT, ωB97M-V/def2-TZVPD

E_HOMO: -2.05 eV
charge: -2
Kohn-Sham gap: 3.3 eV
total energy: -3500.363605 Eh

Last columns: bonded neighbours and bond lengths (Å).
Positions of all 111 atoms, in Å:
1 O -1.319 -2.900 -5.919  C2 1.231
2 C -1.541 -1.816 -5.381  O1 1.231, O3 1.352, C6 1.561
3 O -0.648 -0.878 -4.992  C2 1.352, B4 1.426
4 B -1.185 0.155 -4.169  O3 1.426, O5 1.493, O8 1.451, O12 1.470
5 O -2.651 -0.124 -4.134  B4 1.493, C6 1.353
6 C -2.897 -1.221 -4.886  C2 1.561, O5 1.353, O7 1.185
7 O -3.958 -1.698 -5.113  C6 1.185
8 O -0.919 1.509 -4.616  B4 1.451, C9 1.338
9 C -0.621 2.267 -3.555  O8 1.338, O10 1.203, C11 1.515
10 O -0.345 3.438 -3.586  C9 1.203
11 C -0.528 1.358 -2.347  C9 1.515, O12 1.356, O13 1.231
12 O -0.732 0.087 -2.772  B4 1.470, C11 1.356
13 O -0.149 1.634 -1.209  C11 1.231
14 C -4.586 6.586 8.810  O15 1.419, O16 1.428, C17 1.622, H28 1.090
15 O -3.384 6.264 8.129  C14 1.419, C21 1.465
16 O -4.334 7.988 8.710  C14 1.428
17 C -5.975 5.896 8.334  C14 1.622, F18 1.309, F19 1.356, F20 1.333
18 F -5.975 6.058 7.036  C17 1.309
19 F -6.050 4.572 8.618  C17 1.356
20 F -7.110 6.459 8.752  C17 1.333
21 C -3.016 4.850 8.026  O15 1.465, C22 1.580, H26 1.090, H27 1.090
22 C -1.649 4.874 7.235  C21 1.580, H23 1.090, H24 1.090, H25 1.090
23 H -1.037 5.776 7.221  C22 1.090
24 H -1.042 4.142 7.769  C22 1.090
25 H -1.773 4.621 6.182  C22 1.090
26 H -3.775 4.275 7.496  C21 1.090
27 H -2.765 4.476 9.019  C21 1.090
28 H -4.270 6.135 9.750  C14 1.090
29 C 5.680 -2.005 -1.133  C30 1.409, C34 1.364, H38 1.080
30 C 5.167 -2.931 -0.204  C29 1.409, C31 1.398, H39 1.080
31 C 6.100 -3.539 0.642  C30 1.398, C32 1.345, H40 1.080
32 C 7.394 -3.189 0.752  C31 1.345, C33 1.396, N35 1.502
33 C 7.862 -2.243 -0.162  C32 1.396, C34 1.351, H41 1.080
34 C 7.009 -1.706 -1.061  C29 1.364, C33 1.351, H42 1.080
35 N 8.367 -3.931 1.622  C32 1.502, O36 1.241, O37 1.254
36 O 7.877 -4.924 2.183  N35 1.241
37 O 9.600 -3.831 1.413  N35 1.254
38 H 4.969 -1.746 -1.904  C29 1.080
39 H 4.117 -3.159 -0.092  C30 1.080
40 H 5.672 -4.314 1.260  C31 1.080
41 H 8.842 -1.792 -0.118  C33 1.080
42 H 7.447 -1.070 -1.816  C34 1.080
43 C -1.726 -4.418 2.499  C44 1.424, C48 1.447, H52 1.080
44 C -2.824 -5.228 2.093  C43 1.424, C45 1.438, H53 1.080
45 C -2.905 -6.661 2.179  C44 1.438, C46 1.360, H54 1.080
46 C -1.935 -7.287 2.897  C45 1.360, C47 1.435, N49 1.473
47 C -0.878 -6.493 3.456  C46 1.435, C48 1.374, H55 1.080
48 C -0.698 -5.155 3.202  C43 1.447, C47 1.374, H56 1.080
49 N -2.021 -8.732 3.170  C46 1.473, O50 1.212, O51 1.204
50 O -1.036 -9.311 3.571  N49 1.212
51 O -3.032 -9.374 3.051  N49 1.204
52 H -1.694 -3.358 2.291  C43 1.080
53 H -3.519 -4.785 1.395  C44 1.080
54 H -3.658 -7.236 1.660  C45 1.080
55 H -0.101 -6.994 4.014  C47 1.080
56 H 0.243 -4.772 3.567  C48 1.080
57 N 7.311 0.480 5.086  C58 1.350, C62 1.349
58 C 6.594 1.061 4.101  N57 1.350, C59 1.420, H63 1.080
59 C 5.192 1.228 4.247  C58 1.420, C60 1.348, H64 1.080
60 C 4.531 0.723 5.307  C59 1.348, C61 1.346, H65 1.080
61 C 5.228 0.163 6.314  C60 1.346, C62 1.423, H66 1.080
62 C 6.643 0.076 6.187  N57 1.349, C61 1.423, H67 1.080
63 H 7.116 1.438 3.234  C58 1.080
64 H 4.651 1.617 3.397  C59 1.080
65 H 3.456 0.778 5.226  C60 1.080
66 H 4.615 -0.225 7.114  C61 1.080
67 H 7.143 -0.521 6.934  C62 1.080
68 N -4.474 -12.062 -4.152  C69 1.367, C73 1.348
69 C -4.941 -11.030 -3.388  N68 1.367, C70 1.398, H74 1.080
70 C -5.219 -9.763 -3.909  C69 1.398, C71 1.365, H75 1.080
71 C -4.822 -9.551 -5.198  C70 1.365, C72 1.411, H76 1.080
72 C -4.264 -10.539 -6.036  C71 1.411, C73 1.388, H77 1.080
73 C -4.127 -11.777 -5.423  N68 1.348, C72 1.388, H78 1.080
74 H -5.052 -11.196 -2.327  C69 1.080
75 H -5.611 -8.913 -3.370  C70 1.080
76 H -4.936 -8.543 -5.569  C71 1.080
77 H -3.860 -10.370 -7.023  C72 1.080
78 H -3.784 -12.555 -6.089  C73 1.080
79 N 3.914 9.959 4.566  C80 1.370, C84 1.386
80 C 3.353 10.943 3.794  N79 1.370, C81 1.367, H85 1.080
81 C 2.848 10.660 2.555  C80 1.367, C82 1.393, H86 1.080
82 C 2.939 9.426 1.916  C81 1.393, C83 1.423, H87 1.080
83 C 3.616 8.454 2.704  C82 1.423, C84 1.405, H88 1.080
84 C 4.182 8.743 3.958  N79 1.386, C83 1.405, H89 1.080
85 H 2.990 11.873 4.204  C80 1.080
86 H 2.179 11.363 2.082  C81 1.080
87 H 2.353 9.096 1.071  C82 1.080
88 H 3.585 7.452 2.302  C83 1.080
89 H 4.797 7.974 4.401  C84 1.080
90 N 3.599 0.247 -14.350  C91 1.320, C95 1.384
91 C 2.747 0.927 -13.605  N90 1.320, C92 1.346, H96 1.080
92 C 2.174 0.500 -12.465  C91 1.346, C93 1.352, H97 1.080
93 C 2.454 -0.754 -12.046  C92 1.352, C94 1.405, H98 1.080
94 C 3.460 -1.541 -12.635  C93 1.405, C95 1.410, H99 1.080
95 C 3.938 -0.996 -13.844  N90 1.384, C94 1.410, H100 1.080
96 H 2.564 1.881 -14.077  C91 1.080
97 H 1.409 1.095 -11.987  C92 1.080
98 H 2.078 -1.172 -11.124  C93 1.080
99 H 3.539 -2.592 -12.400  C94 1.080
100 H 4.536 -1.694 -14.410  C95 1.080
101 N -6.934 5.678 -1.724  C102 1.334, C106 1.366
102 C -7.529 6.161 -0.632  N101 1.334, C103 1.393, H107 1.080
103 C -7.656 5.467 0.568  C102 1.393, C104 1.467, H108 1.080
104 C -7.122 4.100 0.579  C103 1.467, C105 1.396, H109 1.080
105 C -6.251 3.699 -0.436  C104 1.396, C106 1.393, H110 1.080
106 C -6.310 4.470 -1.595  N101 1.366, C105 1.393, H111 1.080
107 H -7.965 7.142 -0.753  C102 1.080
108 H -8.315 5.815 1.350  C103 1.080
109 H -7.047 3.486 1.464  C104 1.080
110 H -5.719 2.762 -0.368  C105 1.080
111 H -5.883 4.259 -2.564  C106 1.080

---

What did the first record say?
Molecular formula: CH3Cl3N2
Method: DFT, ωB97M-V/def2-TZVPD

E_HOMO (spin up / spin down): -9.82 / -10.04 eV
relative energy (zero: lowest compared OMol25 entry of this formula, charge and spin): 303.39 kJ/mol
Kohn-Sham gap (spin up / spin down): 7.2 / 7.5 eV
total energy: -1529.789499 Eh

Last columns: bonded neighbours and bond lengths (Å).
Positions of all 9 atoms, in Å:
1 C 0.204 1.316 -0.228  N2 1.450, H7 1.021, H8 1.114, H9 1.065
2 N 0.807 0.009 -0.050  C1 1.450, N3 1.199
3 N 0.205 -1.009 0.145  N2 1.199, Cl4 2.141, Cl5 2.036, Cl6 1.709
4 Cl -0.724 -1.393 2.036  N3 2.141
5 Cl -1.549 -1.344 -0.834  N3 2.036
6 Cl 1.107 -2.430 -0.156  N3 1.709
7 H 0.788 2.075 -0.583  C1 1.021
8 H -0.575 1.146 -1.007  C1 1.114
9 H -0.263 1.630 0.676  C1 1.065